Record 1
{
  "formula": "C17H26ClFN4",
  "method": "wB97M-V/def2-TZVPD",
  "gap_ev": 8.89,
  "homo_ev": -14.6,
  "e_tot_ev": -39235.819,
  "charge": 2,
  "elements": ["C", "N", "C", "C", "N", "C", "C", "C", "C", "C", "C", "C", "H", "H", "H", "H", "H", "H", "H", "H", "H", "H", "H", "H", "Cl", "C", "N", "C", "C", "N", "F", "C", "C", "C", "C", "H", "H", "H", "H", "H", "H", "H", "H", "H", "H", "H", "H", "H", "H"],
  "coordinates": [[-1.481, 2.452, -2.412], [-1.929, 1.072, -2.346], [-1.136, -0.015, -2.483], [0.308, -0.022, -2.245], [-1.928, -1.100, -2.348], [-1.484, -2.480, -2.411], [-3.267, -0.696, -2.503], [-3.266, 0.672, -2.502], [-4.443, 1.424, -2.519], [-5.654, 0.694, -2.548], [-5.651, -0.713, -2.548], [-4.450, -1.449, -2.521], [-2.337, 3.079, -2.170], [-0.681, 2.627, -1.685], [-1.112, 2.710, -3.408], [0.801, -0.922, -2.623], [0.808, 0.880, -2.622], [-2.343, -3.106, -2.176], [-1.105, -2.739, -3.403], [-0.692, -2.656, -1.675], [-4.404, 2.516, -2.494], [-6.606, 1.226, -2.563], [-6.611, -1.246, -2.562], [-4.409, -2.538, -2.494], [4.237, 1.524, 5.043], [3.639, -0.053, 4.517], [2.980, 0.015, 3.211], [1.731, 0.942, 3.228], [1.090, 0.920, 1.870], [1.860, -0.011, 1.004], [0.215, -0.030, -0.874], [1.823, -1.387, 1.521], [2.507, -1.407, 2.865], [3.230, 0.481, 0.780], [3.954, 0.488, 2.094], [4.488, -0.752, 4.419], [2.891, -0.420, 5.240], [1.054, 0.542, 3.986], [2.075, 1.939, 3.495], [0.064, 0.543, 1.891], [1.102, 1.889, 1.366], [0.764, -1.672, 1.582], [2.322, -2.016, 0.767], [3.392, -2.033, 2.831], [1.819, -1.709, 3.650], [3.664, -0.206, 0.028], [3.111, 1.479, 0.325], [4.283, 1.493, 2.355], [4.777, -0.229, 2.067]],
  "lowdin_charge": [0.03, 0.02, -0.14, -0.07, 0.02, 0.03, -0.13, -0.14, 0.03, -0.03, -0.04, 0.03, 0.10, 0.10, 0.12, 0.14, 0.14, 0.10, 0.12, 0.10, 0.12, 0.12, 0.13, 0.12, 0.71, -0.52, -0.26, -0.06, -0.13, -0.20, 0.00, -0.13, -0.06, -0.14, -0.06, 0.12, 0.12, 0.14, 0.11, 0.13, 0.13, 0.13, 0.14, 0.14, 0.14, 0.14, 0.14, 0.12, 0.14]
}

Record 2
{
  "formula": "C17H26ClN3O3P",
  "method": "wB97M-V/def2-TZVPD",
  "gap_ev": 6.77,
  "homo_ev": -11.8,
  "e_tot_ev": -50463.228,
  "charge": 1,
  "elements": ["C", "C", "C", "C", "C", "C", "C", "C", "N", "C", "C", "C", "C", "O", "N", "N", "P", "O", "Cl", "C", "H", "H", "H", "H", "H", "H", "H", "H", "H", "H", "H", "H", "H", "H", "H", "H", "H", "H", "C", "C", "C", "O", "C", "H", "H", "H", "H", "H", "H", "H", "H"],
  "coordinates": [[-1.528, -2.883, 3.103], [-2.021, -3.188, 2.021], [-2.562, -3.498, 0.566], [-1.651, -2.661, -0.416], [-1.178, -1.257, -0.150], [-0.342, -0.492, -1.152], [0.100, 0.982, -0.779], [0.630, 1.780, -2.070], [1.875, 1.212, -2.640], [1.895, 1.241, -4.127], [1.901, 2.712, -4.757], [3.077, 1.797, -2.075], [3.168, 2.401, -0.610], [4.101, 1.786, -2.769], [0.033, -1.102, -2.323], [-0.362, -2.334, -2.509], [0.260, -3.039, -4.083], [-0.677, -4.375, -4.498], [2.240, -3.617, -3.616], [-1.148, -3.200, -1.763], [-0.834, -2.426, 3.869], [-3.636, -3.124, 0.543], [-2.512, -4.609, 0.367], [-1.445, -0.737, 0.819], [0.987, 0.881, -0.064], [-0.702, 1.554, -0.217], [0.698, 2.894, -1.832], [-0.192, 1.650, -2.854], [0.921, 0.750, -4.475], [2.717, 0.594, -4.577], [1.449, 3.501, -4.073], [1.309, 2.705, -5.721], [2.981, 2.959, -5.011], [4.036, 3.118, -0.546], [3.362, 1.527, 0.093], [2.231, 2.933, -0.268], [-1.637, -4.176, -4.515], [-1.400, -4.260, -2.075], [-1.881, 1.687, 4.648], [-1.503, 1.183, 6.026], [-0.954, -0.196, 5.716], [-0.378, -0.129, 4.401], [-0.779, 1.103, 3.786], [-1.944, 2.774, 4.580], [-2.849, 1.270, 4.353], [-0.714, 1.813, 6.448], [-2.335, 1.162, 6.730], [-1.753, -0.946, 5.695], [-0.195, -0.516, 6.433], [0.095, 1.763, 3.758], [-1.104, 0.912, 2.759]],
  "lowdin_charge": [0.11, -0.12, -0.12, -0.08, 0.12, -0.13, -0.09, -0.20, -0.10, -0.23, -0.08, -0.41, 0.00, 0.04, 0.11, -0.32, 0.67, -0.33, 0.22, 0.03, 0.06, 0.14, 0.13, 0.12, 0.12, 0.13, 0.13, 0.13, 0.10, 0.13, 0.08, 0.08, 0.08, 0.10, 0.10, 0.07, 0.07, 0.14, -0.17, -0.17, -0.20, -0.18, -0.21, 0.12, 0.12, 0.12, 0.12, 0.11, 0.12, 0.12, 0.09]
}

Record 3
{
  "formula": "C17H26ClN7O4",
  "method": "wB97M-V/def2-TZVPD",
  "gap_ev": 9.76,
  "homo_ev": -9.4,
  "e_tot_ev": -49192.070,
  "elements": ["O", "N", "O", "N", "C", "N", "C", "C", "N", "C", "C", "C", "C", "C", "Cl", "N", "C", "H", "H", "H", "H", "H", "H", "H", "H", "H", "H", "C", "N", "C", "O", "C", "N", "C", "C", "O", "C", "C", "C", "H", "H", "H", "H", "H", "H", "H", "H", "H", "H", "H", "H", "H", "H", "H", "H"],
  "coordinates": [[1.755, -1.209, 8.063], [2.249, -0.678, 7.058], [3.385, -0.906, 6.648], [1.521, 0.209, 6.318], [0.401, 0.738, 6.683], [-0.287, 0.559, 7.841], [-1.660, 1.058, 7.727], [-1.544, 2.049, 6.564], [-0.329, 1.582, 5.882], [0.193, 2.143, 4.626], [-0.098, 1.250, 3.443], [0.727, 1.291, 2.317], [0.422, 0.454, 1.245], [-0.687, -0.391, 1.312], [-1.046, -1.430, -0.040], [-1.484, -0.422, 2.389], [-1.191, 0.369, 3.433], [-0.074, -0.326, 8.293], [-2.003, 1.552, 8.643], [-2.350, 0.245, 7.476], [-1.410, 3.069, 6.940], [-2.429, 2.014, 5.921], [-0.254, 3.127, 4.451], [1.276, 2.297, 4.715], [1.595, 1.945, 2.278], [1.043, 0.437, 0.357], [-1.850, 0.319, 4.294], [1.811, -2.048, -7.550], [1.039, -1.275, -6.579], [0.810, -1.678, -5.323], [1.255, -2.731, -4.881], [-0.013, -0.741, -4.429], [-1.071, -1.475, -3.708], [-2.250, -1.876, -4.183], [-2.638, -1.551, -5.612], [-3.032, -2.485, -3.472], [0.899, 0.013, -3.437], [2.055, 0.746, -4.133], [0.096, 1.064, -2.655], [1.354, -3.031, -7.684], [1.842, -1.531, -8.510], [2.829, -2.189, -7.182], [0.662, -0.389, -6.872], [-0.478, 0.008, -5.068], [-0.877, -1.770, -2.762], [-3.629, -1.961, -5.803], [-2.665, -0.472, -5.745], [-1.926, -2.007, -6.295], [1.320, -0.698, -2.725], [2.740, 0.027, -4.584], [1.672, 1.420, -4.899], [2.620, 1.323, -3.400], [0.748, 1.582, -1.953], [-0.705, 0.589, -2.089], [-0.340, 1.790, -3.341]],
  "lowdin_charge": [0.02, -0.42, 0.05, 0.17, -0.34, 0.09, -0.13, -0.12, -0.05, -0.10, -0.18, -0.01, -0.09, -0.70, 0.71, 0.07, -0.07, 0.12, 0.12, 0.12, 0.12, 0.12, 0.13, 0.13, 0.12, 0.09, 0.11, -0.05, 0.02, -0.49, 0.07, -0.21, 0.12, -0.55, 0.01, 0.04, -0.36, -0.06, -0.08, 0.09, 0.08, 0.09, 0.13, 0.13, 0.10, 0.09, 0.08, 0.08, 0.14, 0.08, 0.08, 0.08, 0.07, 0.04, 0.09]
}

Record 4
{
  "formula": "C17H26F9O8PS",
  "method": "wB97M-V/def2-TZVPD",
  "gap_ev": 8.88,
  "homo_ev": -9.3,
  "e_tot_ev": -78997.615,
  "elements": ["C", "C", "O", "O", "C", "C", "C", "C", "C", "C", "P", "C", "C", "O", "S", "O", "O", "C", "F", "F", "C", "F", "F", "C", "F", "F", "C", "F", "F", "F", "H", "H", "H", "H", "H", "H", "H", "H", "H", "H", "H", "H", "H", "H", "H", "H", "H", "H", "H", "H", "H", "H", "O", "C", "O", "C", "C", "O", "H", "H", "H", "H"],
  "coordinates": [[-2.673, -3.655, 3.170], [-2.855, -2.006, 2.968], [-3.481, -1.330, 3.952], [-2.357, -1.252, 1.806], [-2.765, -1.903, 0.531], [-2.854, -0.738, -0.665], [-1.940, -1.159, -2.000], [-0.468, -0.401, -2.023], [0.527, -1.078, -0.906], [1.707, -0.089, -0.341], [1.650, -0.100, 1.601], [2.501, -1.810, 1.717], [4.129, -1.705, 1.955], [4.757, -2.983, 1.506], [0.639, 1.817, 1.656], [-0.449, 1.738, 0.515], [1.689, 2.910, 1.359], [-0.302, 2.010, 3.259], [-1.748, 1.654, 3.046], [0.214, 0.921, 4.173], [-0.065, 3.412, 4.063], [-0.584, 3.174, 5.463], [1.408, 3.631, 4.243], [-0.880, 4.712, 3.506], [-0.768, 5.762, 4.587], [-2.334, 4.515, 3.297], [-0.284, 5.407, 2.150], [-0.680, 4.697, 0.877], [-0.971, 6.750, 2.045], [1.174, 5.728, 2.201], [-3.423, -4.233, 2.456], [-2.977, -3.931, 4.287], [-1.546, -3.906, 2.978], [-3.804, -2.461, 0.680], [-1.953, -2.724, 0.284], [-3.979, -0.669, -1.048], [-2.505, 0.315, -0.246], [-2.552, -0.909, -2.989], [-1.855, -2.338, -1.945], [0.053, -0.586, -3.081], [-0.570, 0.783, -1.910], [1.081, -1.987, -1.435], [-0.035, -1.516, 0.027], [2.770, -0.532, -0.646], [1.687, 1.005, -0.790], [0.451, -0.708, 2.194], [2.685, 0.498, 2.419], [2.365, -2.434, 0.708], [2.058, -2.361, 2.658], [4.633, -0.822, 1.375], [4.382, -1.573, 3.098], [5.666, -2.743, 1.106], [-0.564, -1.108, -4.608], [-0.063, -0.824, -5.684], [0.689, 0.291, -5.914], [1.263, 0.141, -7.199], [0.335, -0.810, -7.881], [-0.184, -1.580, -6.814], [1.323, 1.105, -7.712], [2.274, -0.267, -7.089], [-0.493, -0.298, -8.384], [0.850, -1.448, -8.605]],
  "lowdin_charge": [-0.03, -0.29, -0.03, -0.14, -0.18, -0.13, -0.19, -0.20, -0.23, -0.29, 0.73, -0.35, -0.29, -0.16, 0.66, -0.42, -0.40, -0.26, 0.01, -0.04, -0.11, 0.02, 0.04, -0.09, 0.03, 0.06, -0.12, 0.03, 0.02, 0.05, 0.09, 0.10, 0.09, 0.14, 0.12, 0.12, 0.12, 0.11, 0.11, 0.08, 0.13, 0.13, 0.08, 0.11, 0.10, 0.05, 0.05, 0.10, 0.10, 0.12, 0.12, 0.11, 0.09, -0.47, 0.07, -0.14, -0.14, 0.07, 0.14, 0.14, 0.14, 0.14]
}

Record 5
{
  "formula": "C17H26IrN8O2S",
  "method": "wB97M-V/def2-TZVPD",
  "gap_ev": [4.97, 4.66],
  "homo_ev": [-19.6, -19.6],
  "e_tot_ev": -47702.846,
  "spin_multiplicity": 2,
  "s_squared": 0.759,
  "charge": 4,
  "elements": ["Ir", "N", "C", "C", "C", "C", "N", "C", "N", "N", "C", "O", "O", "H", "H", "H", "H", "H", "H", "H", "H", "H", "H", "H", "H", "H", "H", "C", "C", "C", "C", "N", "C", "C", "C", "C", "C", "C", "N", "H", "H", "H", "H", "H", "H", "H", "H", "N", "C", "N", "S", "H", "H", "H", "H"],
  "coordinates": [[1.016, 0.715, 0.418], [-1.126, 1.608, 0.036], [-2.170, 0.632, 0.386], [-3.605, 0.967, -0.053], [-4.001, 1.059, -1.548], [-4.526, -0.222, -2.216], [-5.975, -0.358, -2.050], [-6.761, -1.219, -2.705], [-6.250, -2.036, -3.616], [-8.062, -1.241, -2.439], [-1.597, -0.739, -0.032], [-2.265, -1.574, -0.547], [-0.303, -0.849, 0.301], [-1.200, 2.446, 0.611], [-1.203, 1.907, -0.936], [-2.184, 0.533, 1.475], [-3.805, 1.946, 0.392], [-4.252, 0.247, 0.450], [-3.156, 1.428, -2.135], [-4.779, 1.820, -1.628], [-4.021, -1.086, -1.789], [-4.270, -0.206, -3.278], [-6.423, 0.238, -1.375], [-5.274, -2.047, -3.851], [-6.836, -2.686, -4.115], [-8.492, -0.640, -1.757], [-8.687, -1.859, -2.932], [2.753, -3.310, -0.052], [3.343, -3.233, -1.306], [3.353, -2.021, -1.990], [2.779, -0.910, -1.406], [2.206, -1.008, -0.197], [2.179, -2.167, 0.469], [2.742, 0.422, -1.995], [3.347, 0.773, -3.186], [3.326, 2.097, -3.609], [2.685, 3.056, -2.832], [2.068, 2.647, -1.670], [2.091, 1.361, -1.278], [2.728, -4.233, 0.511], [3.776, -4.115, -1.759], [3.793, -1.962, -2.975], [1.676, -2.185, 1.425], [3.838, 0.023, -3.789], [3.821, 2.382, -4.529], [2.664, 4.100, -3.114], [1.552, 3.356, -1.036], [2.158, 0.238, 4.098], [2.271, 1.499, 3.739], [2.774, 2.414, 4.523], [1.749, 2.101, 2.150], [2.469, -0.077, 5.011], [1.750, -0.456, 3.497], [3.107, 2.195, 5.458], [2.851, 3.385, 4.244]],
  "lowdin_charge": [1.31, 0.02, -0.27, -0.11, -0.14, -0.16, 0.09, -0.41, 0.24, 0.23, -0.51, 0.20, -0.17, 0.12, 0.12, 0.17, 0.13, 0.14, 0.11, 0.13, 0.10, 0.13, 0.16, 0.12, 0.15, 0.14, 0.15, 0.03, 0.05, 0.07, -0.19, -0.04, -0.08, -0.17, 0.07, 0.06, 0.03, -0.08, -0.06, 0.14, 0.15, 0.14, 0.12, 0.14, 0.15, 0.15, 0.13, 0.19, -0.72, 0.20, 0.74, 0.16, 0.11, 0.17, 0.14]
}